{"formula": "C56H60BFN5O30S", "method": "ωB97M-V/def2-TZVPD", "total_charge": 1, "homo_ev": -10.624, "homo_lumo_gap_ev": 6.84, "multiplicity": 1, "lumo_ev": -3.78, "elements": ["S", "F", "O", "O", "O", "O", "O", "O", "O", "O", "O", "O", "O", "O", "O", "O", "O", "O", "O", "O", "O", "O", "O", "O", "O", "O", "O", "O", "O", "O", "O", "O", "N", "N", "N", "N", "N", "C", "C", "C", "C", "C", "C", "C", "C", "C", "C", "C", "C", "C", "C", "C", "C", "C", "C", "C", "C", "C", "C", "C", "C", "C", "C", "C", "C", "C", "C", "C", "C", "C", "C", "C", "C", "C", "C", "C", "C", "C", "C", "C", "C", "C", "C", "C", "C", "C", "C", "C", "C", "C", "C", "C", "C", "B", "H", "H", "H", "H", "H", "H", "H", "H", "H", "H", "H", "H", "H", "H", "H", "H", "H", "H", "H", "H", "H", "H", "H", "H", "H", "H", "H", "H", "H", "H", "H", "H", "H", "H", "H", "H", "H", "H", "H", "H", "H", "H", "H", "H", "H", "H", "H", "H", "H", "H", "H", "H", "H", "H", "H", "H", "H", "H", "H", "H"], "positions_angstrom": [[5.3965, 0.1166, 2.5707], [-1.6281, -1.2838, -2.6592], [-7.3525, 7.6316, -1.6299], [-1.7229, -11.0616, -2.1364], [3.1862, -1.7850, 3.5548], [-0.9847, -3.3793, -2.7159], [5.3856, -3.5691, -1.3534], [-4.0638, -2.9688, 3.5300], [-2.3382, -14.7800, -4.9316], [3.0427, -0.0552, -5.4975], [4.1831, 0.2611, -3.1649], [-0.4833, -6.7495, 2.7252], [-2.5481, 8.7206, 3.8518], [6.0834, 3.0985, -7.1991], [0.3050, -4.3562, 2.4212], [-4.8457, -5.4263, 3.8861], [-1.1829, 6.2518, 3.9181], [-2.2038, -7.3104, -1.2449], [-5.9090, 11.4562, 2.0614], [2.3319, -6.5325, -0.2924], [-2.5475, 7.4122, 1.5477], [-0.8025, 5.7022, 6.0374], [-9.9591, 9.3736, -5.8768], [-2.8217, -12.4710, -0.2074], [-2.0309, -9.4592, 0.2146], [-11.1005, 7.5314, -4.4698], [1.6384, -1.3724, -3.1357], [-6.2498, 9.5453, -2.9861], [7.2635, 3.3404, -4.9157], [2.5362, -8.7752, 1.0388], [-5.9770, 10.1419, -0.1554], [-3.4907, -16.1554, -3.0560], [0.1945, -1.8558, -1.4471], [5.1949, -1.9546, 0.2278], [2.5458, 0.1982, -0.2412], [3.9727, -1.3673, 0.6560], [2.4984, -2.0012, -1.0798], [4.1923, 1.9833, 0.1060], [-0.3304, 5.7790, 2.8621], [4.6856, 0.9350, -4.0680], [3.0040, -1.0742, -0.2628], [5.8068, 1.8098, -3.8959], [-9.3062, 7.4679, -2.9478], [-0.8511, -2.2963, -2.3526], [-1.2949, 5.4139, 5.0063], [-4.2686, 8.6862, 0.5665], [-2.1602, 4.2015, 4.7885], [-1.3713, -5.9409, 2.9503], [-5.1008, 9.7210, 0.7452], [0.2678, -9.2539, 0.6903], [5.0193, -3.2807, -0.2485], [3.7982, 5.0641, 0.3987], [3.9050, -0.2219, 1.6397], [1.1540, 5.9492, 3.1939], [3.3000, 0.9520, 0.8128], [-2.4342, -14.1881, -3.8722], [-3.1971, -3.7989, 3.3490], [6.0011, -1.0994, -0.6591], [-3.2346, -14.3930, -1.5154], [6.2502, 2.5102, -4.9588], [5.6013, 2.4023, -6.3290], [-2.7193, -6.2599, 3.3361], [2.0338, 6.1421, 1.9377], [-3.0893, -14.9359, -2.7325], [-7.4181, 9.1126, -3.4291], [1.4319, -1.7117, -2.0245], [-3.3866, 9.1165, 2.9201], [1.5110, 0.0956, 3.0744], [-0.9793, -8.8495, 0.0958], [-9.3120, 9.0342, -4.9023], [-2.1202, -12.2911, -2.4252], [-8.0164, 8.0066, -2.5810], [4.4869, 1.4979, -6.4969], [2.8494, 4.8874, 1.5957], [5.1428, 4.3356, 0.5410], [-0.9720, -4.4907, 2.7838], [-9.9223, 7.9489, -4.0382], [-4.2201, 10.1568, 3.0898], [1.3538, -8.4876, 0.5182], [-1.8290, -3.4833, 2.9699], [-5.1184, 10.5299, 2.0235], [0.0648, -6.8029, -0.8895], [-1.9705, -12.8359, -3.6405], [-1.0208, -7.5799, -0.7305], [5.0335, 2.8837, 1.0320], [-3.5891, -5.2527, 3.5300], [1.7581, 1.4466, 3.8169], [-2.7544, -13.0466, -1.2767], [-3.3534, 8.3239, 1.6298], [-8.0316, 9.5868, -4.5243], [4.0508, 0.7984, -5.4381], [4.3722, -4.2628, 0.6875], [1.3022, -7.1961, -0.2635], [2.8466, -0.6812, 2.7954], [-2.1026, 3.8171, 3.7678], [4.8123, 1.5083, -0.6518], [6.0516, 2.4731, 1.0873], [1.5027, 5.0471, 3.7160], [1.2560, 6.7985, 3.8775], [7.3646, 3.7106, -5.8196], [-0.5531, 4.7195, 2.6680], [1.0865, 1.5353, 4.6741], [5.4825, -0.8904, -1.6108], [0.2809, -10.1629, 1.2750], [0.2036, -2.4602, -0.6302], [-7.6097, 10.3708, -5.1371], [1.3836, 6.3719, 1.0831], [0.9804, 0.2954, 2.1314], [-6.0736, 9.0603, -2.1539], [0.0431, -5.8901, -1.4693], [3.1536, -8.0727, 0.7622], [0.6426, -5.2801, 2.3817], [0.8550, -0.5401, 3.6751], [-3.2530, -16.2843, -3.9963], [-2.8058, -8.0334, -0.9724], [3.4879, 2.6318, -0.4388], [2.6040, 0.6258, -1.1712], [3.7852, -4.9519, 0.0689], [2.6058, 1.5205, 1.4332], [2.9141, -0.4526, -4.6134], [-4.2481, 10.7306, 4.0054], [4.6537, 2.8506, 2.0595], [2.7809, 1.5349, 4.2024], [2.1478, 4.0625, 1.4000], [-4.2456, 8.0988, -0.3409], [5.1466, -4.8263, 1.2166], [2.7335, 6.9665, 2.1069], [-1.5156, -12.3049, -4.4649], [4.0394, 1.4113, -7.4767], [-5.2538, -4.5399, 3.9549], [-1.8693, 3.4220, 5.4971], [-9.7328, 6.6897, -2.3311], [-1.9322, -10.8437, -1.2084], [3.4409, 4.6359, 2.4895], [3.2933, 4.7055, -0.5108], [3.9792, 6.1341, 0.2295], [-3.6975, -14.9205, -0.6935], [-2.0531, 7.9336, 3.5619], [5.7578, 4.8892, 1.2641], [1.5797, 2.3069, 3.1618], [6.9312, -1.6319, -0.8704], [2.8912, -2.9371, -1.0711], [5.1344, -0.7541, 3.5507], [-0.6186, 6.3441, 1.9707], [-11.2945, 8.0504, -5.2776], [-3.1996, 4.4906, 4.9872], [-1.5594, -2.4440, 2.8550], [3.7206, -3.7728, 1.4165], [-6.4405, 10.9022, 0.2558], [-2.9902, -7.2992, 3.4604], [6.2726, 1.8874, -2.9237], [2.7426, -2.6061, 3.3001], [5.6794, 4.3713, -0.4155], [6.2604, -0.1804, -0.1274]], "atomic_forces_ev_per_a": [[0.1745, 0.2653, -0.2238], [-0.1116, 0.1172, -0.1641], [0.0201, 0.0202, -0.0055], [0.1788, 0.3031, -0.1886], [0.0920, -0.2201, -0.7186], [-0.4497, -2.3292, -0.7714], [0.4107, -0.2583, -0.3162], [-0.0013, -0.0264, 0.0139], [-0.0238, -0.0075, 0.0265], [-0.0151, -0.0222, 0.0205], [0.0441, 0.2978, -0.1065], [0.0080, -0.0963, -0.0261], [0.0216, 0.2139, 0.2743], [0.0326, 0.0218, -0.0195], [0.0308, 0.1802, -0.0154], [0.0433, -0.0361, -0.0160], [0.1754, -0.0175, -0.2373], [0.0481, 0.0534, 0.0011], [-0.0037, -0.0391, -0.0172], [-0.0907, -0.0362, -0.0315], [-0.1042, 0.1287, 0.0250], [0.4981, 0.3218, 1.1299], [-0.0137, -0.0109, 0.0228], [0.0195, 0.0440, -0.0356], [0.0517, 0.2031, -0.1456], [0.0164, -0.0340, 0.0449], [0.1408, 0.2366, -1.0169], [-0.0440, -0.0190, -0.1551], [0.0836, 0.0689, 0.0268], [0.0214, 0.0259, -0.0247], [0.1142, -0.0767, 0.0715], [-0.0042, 0.0167, 0.0525], [-0.0157, -0.8676, 0.0788], [-0.3201, 0.2150, -0.1195], [0.5479, -0.2519, 0.4021], [-0.1470, 0.4031, 0.0376], [0.4651, 0.5347, 0.4588], [-0.1965, 0.2957, 0.2090], [0.0371, -0.1883, -0.3159], [-0.1969, -0.2536, 0.2145], [0.2660, -0.3392, -0.7003], [0.0705, 0.0569, 0.0434], [-0.0079, -0.0566, 0.0858], [0.4745, 2.5009, 0.8592], [-0.4968, -0.3279, -0.8537], [0.0444, -0.0878, -0.0503], [-0.0008, -0.2589, -0.0138], [-0.0409, -0.0238, -0.0221], [-0.0683, 0.0041, -0.0226], [0.0195, -0.1721, 0.0376], [-0.1998, 0.0804, 0.6012], [-0.2429, -0.1078, -0.2829], [-0.4908, -0.0755, 0.7134], [0.0343, -0.0886, -0.0839], [0.6499, 0.1868, -0.6015], [0.0395, 0.0811, -0.0249], [0.0629, 0.0630, -0.0246], [-0.0941, 0.0354, -0.2286], [-0.0358, -0.0087, 0.0844], [-0.0533, -0.0627, 0.0502], [-0.0771, -0.0634, -0.0063], [0.0285, -0.1276, 0.0038], [-0.1531, -0.3866, 0.0341], [-0.0123, -0.0463, -0.0128], [0.0330, -0.0030, 0.0376], [-0.2259, 0.0064, 0.7699], [-0.1291, 0.0687, -0.1081], [-0.1393, 0.0070, -0.1797], [0.0533, -0.0476, 0.2029], [0.0754, 0.0539, -0.0129], [-0.0297, -0.0880, -0.0131], [-0.0669, -0.0843, -0.0205], [-0.0106, 0.0373, -0.0904], [0.1847, 0.2464, 0.1888], [-0.0926, 0.1360, 0.2612], [0.0416, -0.0150, -0.0389], [-0.0491, -0.0159, -0.0221], [-0.0644, 0.1022, 0.0446], [-0.0693, -0.0865, 0.0130], [-0.0001, 0.0776, -0.0147], [0.0418, 0.0206, 0.0927], [0.0304, 0.1132, -0.0457], [0.0376, 0.0130, -0.1040], [-0.0596, 0.0244, 0.0195], [0.3386, -0.1689, -0.1818], [-0.0563, 0.0162, 0.0235], [0.0451, -0.0001, 0.0505], [-0.0406, -0.1057, 0.0398], [-0.0464, -0.0100, -0.1850], [0.0228, 0.0698, -0.0758], [0.0349, -0.0339, 0.0587], [-0.4695, 0.0114, -0.2052], [-0.0573, 0.1072, 0.0453], [-0.1837, -0.0008, 0.0495], [-0.0685, 0.1109, 0.1190], [0.0777, -0.1177, -0.0609], [-0.2079, 0.0816, 0.0869], [-0.0202, 0.2907, 0.1842], [-0.0230, -0.1521, -0.1057], [-0.0531, -0.0446, 0.0080], [-0.0296, 0.1717, -0.0724], [0.0855, 0.0292, -0.1346], [0.2319, 0.0170, 0.3502], [0.0334, 0.0033, -0.0008], [0.0218, 0.1718, 0.0660], [0.0179, -0.0030, 0.0143], [0.2530, 0.2748, 0.0733], [0.0127, -0.0256, 0.1707], [-0.0748, 0.0888, 0.0229], [-0.0272, -0.0217, -0.0428], [-0.0635, 0.0229, -0.0199], [-0.0347, -0.0236, -0.0130], [0.0715, 0.0514, -0.0092], [0.0198, 0.0491, 0.0109], [0.0526, -0.0253, 0.0328], [0.0976, -0.1892, 0.0034], [-0.5261, -0.0627, 0.1241], [0.2006, 0.0049, 0.3342], [0.0109, -0.2879, -0.0554], [0.0346, 0.0719, -0.0009], [0.0275, -0.0189, 0.0051], [-0.0730, 0.0812, -0.1996], [-0.1551, 0.0128, -0.0485], [0.1754, -0.0332, 0.1727], [-0.0275, 0.0032, -0.0035], [-0.0668, 0.1187, -0.1009], [-0.1706, -0.0037, -0.1975], [0.0057, 0.0123, 0.0172], [-0.0225, -0.0206, 0.0122], [0.0436, 0.0043, -0.0169], [-0.1173, 0.1572, -0.0881], [-0.0173, 0.0011, -0.0157], [-0.2312, -0.3921, 0.1564], [-0.1785, -0.0794, -0.1466], [0.0500, 0.2051, 0.1161], [0.0569, -0.2184, 0.0461], [0.0019, -0.0160, -0.0110], [0.0571, -0.2803, -0.0772], [-0.0472, -0.1540, -0.1308], [0.0458, -0.1339, 0.1377], [-0.2110, 0.0430, 0.0244], [0.0050, 0.0885, -0.1741], [0.0916, -0.1853, 0.0015], [0.0570, -0.0548, 0.3238], [0.0531, 0.0222, 0.0119], [0.1946, -0.0400, -0.0561], [0.0170, 0.0548, 0.0012], [0.2168, -0.0842, -0.0211], [0.0406, 0.0114, 0.0070], [-0.0302, 0.0123, 0.0025], [0.0038, 0.0081, 0.0137], [-0.0547, 0.1591, 0.4704], [-0.0625, -0.0309, 0.1171], [-0.1737, -0.1385, -0.0586]]}